No. 1
Here is a structure of composition C29H37N10O3SSr from the Open Molecules 2025 dataset. Energies are from ωB97M-V with the def2-TZVPD basis set.

As for the charge: +1. Its molar mass is 693.37 g mol⁻¹. The max |F| comes out at 7.41 eV/A. The calculation puts the energy at -63387.0329 eV. Its orbital gap is 8.88 eV.

Each line ends with the Löwdin charge.
Geometry (Å):
Sr 0.127 0.569 -0.216  1.488
N 0.067 -2.376 -0.459  0.006
C -0.717 -3.120 -1.438  -0.238
C -1.209 -2.177 -2.540  -0.196
N -1.815 -0.936 -2.044  -0.194
C -3.006 -1.230 -1.242  -0.172
C -3.358 -0.148 -0.219  -0.225
N -2.198 0.145 0.609  -0.089
C -2.123 -0.099 -3.205  -0.189
C -2.274 1.388 -2.888  -0.227
N -1.128 1.829 -2.109  -0.058
H 1.055 -2.449 -0.671  0.065
H -0.082 -2.746 0.470  0.058
H -1.554 -3.607 -0.935  0.101
H -0.128 -3.909 -1.925  0.121
H -1.912 -2.724 -3.190  0.133
H -0.333 -1.895 -3.127  0.106
H -2.795 -2.121 -0.658  0.091
H -3.872 -1.420 -1.895  0.132
H -4.204 -0.527 0.371  0.120
H -3.683 0.766 -0.708  0.094
H -2.141 -0.560 1.352  0.031
H -2.353 1.033 1.080  0.051
H -3.041 -0.450 -3.700  0.128
H -1.300 -0.194 -3.916  0.119
H -3.180 1.565 -2.311  0.099
H -2.371 1.934 -3.839  0.124
H -1.309 2.739 -1.702  0.085
H -0.322 1.940 -2.717  0.081
C 0.241 -0.531 3.488  -0.101
N 0.941 -0.073 2.286  -0.100
C 2.382 -0.246 2.293  -0.122
C 2.916 -0.097 0.909  -0.342
N 2.221 -0.393 -0.152  -0.045
C 3.048 -0.181 -1.222  -0.259
C 2.793 -0.323 -2.577  -0.014
C 3.827 -0.040 -3.445  -0.070
C 5.078 0.371 -2.977  -0.072
C 5.345 0.514 -1.629  0.002
C 4.310 0.226 -0.755  -0.177
N 4.196 0.237 0.616  0.183
C -0.487 -1.808 3.208  -0.300
N -1.631 -1.861 2.583  0.145
C -1.970 -3.189 2.503  -0.231
C -3.091 -3.806 1.957  -0.019
C -3.156 -5.181 2.023  -0.083
C -2.145 -5.937 2.624  -0.081
C -1.036 -5.342 3.195  -0.014
C -0.957 -3.961 3.115  -0.195
N -0.025 -3.047 3.549  0.174
H -0.513 0.212 3.760  0.139
H 0.920 -0.667 4.339  0.129
H 0.776 0.922 2.160  0.043
H 2.625 -1.261 2.643  0.139
H 2.898 0.469 2.952  0.140
H 1.807 -0.632 -2.903  0.104
H 3.672 -0.135 -4.508  0.107
H 5.857 0.582 -3.693  0.108
H 6.310 0.841 -1.273  0.116
H 4.880 0.614 1.252  0.177
H -3.885 -3.229 1.510  0.108
H -4.014 -5.697 1.619  0.105
H -2.240 -7.012 2.650  0.106
H -0.274 -5.922 3.688  0.111
H 0.830 -3.262 4.034  0.165
O 1.493 2.183 -1.141  -0.423
S 1.621 2.818 0.159  0.647
O 2.878 2.614 0.820  -0.246
N 0.380 2.338 1.050  -0.302
C -0.591 3.243 1.062  -0.540
O -1.748 3.001 1.387  0.067
C -0.125 4.586 0.597  -0.136
C -0.810 5.784 0.696  0.018
C -0.191 6.927 0.213  -0.042
C 1.077 6.870 -0.349  -0.045
C 1.769 5.666 -0.434  -0.019
C 1.143 4.537 0.043  -0.187
H -1.788 5.801 1.149  0.128
H -0.696 7.878 0.279  0.114
H 1.540 7.774 -0.715  0.115
H 2.759 5.610 -0.861  0.125

Atomic forces in eV per Å
Sr -4.091 -5.582 -2.644
N 0.189 0.038 0.030
C -0.179 0.080 -0.284
C -0.012 -0.258 0.309
N 0.046 -0.064 -0.266
C 0.035 0.371 0.137
C -0.022 -0.251 -0.332
N -0.744 0.188 0.580
C -0.163 0.272 0.132
C -0.242 -0.341 -0.207
N 0.056 0.483 -0.158
H -0.062 0.038 0.191
H 0.098 -0.047 0.120
H 0.071 -0.034 -0.044
H -0.188 0.029 0.088
H 0.152 -0.003 -0.085
H -0.060 0.008 -0.191
H -0.116 -0.149 -0.057
H 0.007 -0.143 0.086
H -0.011 0.116 -0.082
H -0.119 -0.012 0.082
H 0.106 0.108 -0.075
H -0.060 0.077 0.128
H 0.072 -0.005 -0.150
H 0.004 -0.090 -0.047
H 0.062 0.097 -0.129
H -0.085 -0.100 0.185
H 0.020 0.195 -0.131
H 0.024 0.172 -0.011
C 0.029 -0.213 -0.105
N 0.187 0.170 0.294
C 0.356 -0.189 0.356
C 0.639 -0.615 0.350
N 1.245 -0.728 0.392
C 1.100 -0.068 -0.223
C 0.015 0.055 0.122
C -0.170 -0.051 -0.150
C 0.095 0.050 0.061
C 0.075 0.059 0.052
C -0.335 -0.186 -0.538
N 0.065 -0.121 0.161
C -0.152 -0.031 0.063
N 0.081 0.387 0.296
C 0.543 -0.591 0.264
C 0.044 -0.056 -0.018
C -0.094 -0.023 -0.058
C 0.146 -0.029 0.108
C 0.034 -0.079 -0.026
C -0.649 -0.004 -0.362
N 0.177 0.113 0.075
H 0.103 -0.059 0.048
H -0.063 0.117 -0.038
H -0.107 -0.020 0.460
H -0.006 0.188 -0.054
H -0.060 -0.148 0.006
H 0.019 -0.058 -0.203
H -0.005 -0.008 -0.101
H 0.076 0.027 -0.057
H 0.119 0.007 -0.025
H -0.146 -0.013 0.055
H -0.100 0.113 -0.046
H -0.085 -0.021 -0.074
H -0.013 -0.080 0.045
H 0.110 -0.145 0.022
H -0.062 0.088 0.036
O 0.777 0.995 -0.776
S 1.477 2.807 0.450
O -0.172 0.313 0.048
N 1.700 1.604 1.418
C -2.064 1.361 0.481
O 0.369 0.264 0.035
C -0.004 0.231 -0.052
C 0.079 -0.193 -0.080
C -0.052 0.047 0.021
C 0.121 -0.155 0.009
C 0.289 -0.095 -0.219
C -0.441 -0.467 0.327
H -0.137 0.042 0.022
H -0.058 0.090 0.013
H 0.042 0.045 -0.020
H 0.074 0.083 -0.038

***

No. 2
Here is a structure of composition C29H38AlBrN5O4S from the Open Molecules 2025 dataset. Energies are from ωB97M-V with the def2-TZVPD basis set.

As for the charge: -1. Its molar mass is 659.61 g mol⁻¹. The max |F| comes out at 2.06 eV/A. The calculation puts the energy at -133809.1811 eV. Its orbital gap is 7.07 eV. For the energy above the lowest of the compared OMol25 structures with the same formula, charge and spin, the calculation gives 0.000 eV.

Each line ends with the Löwdin charge.
Geometry (Å):
Al -12.910 -13.336 9.202  0.222
C -6.083 -16.028 4.743  -0.060
C -7.248 -15.949 5.689  -0.302
C -7.540 -14.734 6.263  -0.052
C -8.595 -14.614 7.166  -0.047
C -9.316 -15.774 7.428  -0.274
C -9.045 -17.006 6.872  -0.041
C -7.984 -17.076 5.988  -0.040
S -10.620 -15.711 8.665  0.571
O -11.092 -17.068 8.665  -0.313
O -10.033 -15.194 9.883  -0.290
N -11.577 -14.627 8.081  -0.210
C -12.100 -15.114 6.805  -0.188
C -13.458 -14.485 6.648  -0.588
O -14.169 -14.917 5.737  0.024
O -13.764 -13.516 7.472  -0.021
H -5.619 -15.054 4.571  0.070
H -6.450 -16.424 3.785  0.082
H -5.332 -16.704 5.154  0.079
H -6.874 -13.901 6.092  0.104
H -8.900 -13.667 7.696  0.120
H -9.681 -17.833 7.108  0.106
H -7.825 -18.002 5.456  0.112
H -12.327 -16.204 6.859  0.130
H -11.430 -14.914 5.940  0.134
C -12.730 -13.981 11.178  -0.155
C -11.878 -14.911 11.923  -0.252
C -12.328 -16.211 12.168  -0.039
C -11.529 -17.151 12.786  -0.029
C -10.288 -16.715 13.270  -0.239
C -9.864 -15.394 13.100  0.009
C -10.607 -14.494 12.389  -0.165
C -9.447 -17.655 13.896  -0.219
N -8.708 -18.339 14.455  0.124
H -12.771 -13.083 11.790  0.058
H -13.766 -14.294 11.278  0.054
H -13.350 -16.469 11.799  0.128
H -11.930 -18.157 12.969  0.119
H -8.913 -15.188 13.487  0.087
H -10.477 -12.966 10.964  0.092
Br -9.483 -7.646 8.383  0.750
C -10.483 -9.253 8.498  -0.674
C -11.245 -9.490 9.632  -0.090
C -11.838 -10.736 9.747  -0.097
N -11.722 -11.684 8.804  0.069
C -11.004 -11.405 7.707  -0.069
C -10.376 -10.208 7.516  -0.100
H -11.264 -8.770 10.426  0.101
H -12.330 -11.029 10.680  0.105
H -11.022 -12.231 7.007  0.123
H -9.828 -10.003 6.616  0.106
C -7.771 -13.728 11.115  -0.060
C -8.594 -12.816 11.958  -0.613
C -8.054 -12.697 13.388  -0.047
C -8.509 -11.445 11.267  -0.070
C -10.080 -13.136 11.984  -0.129
H -7.782 -14.787 11.402  0.090
H -6.764 -13.348 11.226  0.082
H -8.172 -13.696 10.049  0.089
H -7.218 -11.983 13.435  0.079
H -7.659 -13.648 13.726  0.068
H -8.811 -12.315 14.086  0.090
H -7.494 -11.046 11.366  0.080
H -9.194 -10.721 11.696  0.074
H -8.717 -11.455 10.159  0.093
H -10.580 -12.323 12.594  0.140
N -12.753 -6.630 16.904  0.011
C -14.953 -9.185 13.028  -0.087
C -16.090 -9.054 13.650  -0.096
N -14.183 -12.173 9.995  -0.068
H -13.696 -6.332 17.116  0.001
H -12.608 -6.541 15.911  -0.005
H -12.653 -7.606 17.091  -0.007
H -14.690 -10.091 12.509  0.033
H -14.147 -8.428 13.161  0.057
H -16.376 -8.154 14.168  0.038
H -16.844 -9.837 13.608  0.050
H -14.735 -11.584 9.361  0.011
H -14.619 -12.349 10.875  -0.025

Atomic forces in eV per Å
Al -0.056 -0.268 -0.412
C -0.205 -0.350 -0.268
C 0.838 0.075 -0.456
C -0.387 0.777 1.089
C -0.297 0.107 0.184
C -0.533 0.429 1.196
C 0.603 0.755 -0.494
C -0.695 -0.387 -0.261
S 1.943 0.365 0.240
O -0.805 -0.466 0.433
O -0.049 -0.283 -0.422
N -0.711 0.366 0.332
C -0.588 -0.318 0.564
C -0.824 0.067 -1.497
O 0.232 0.767 0.849
O 0.236 -0.341 0.722
H -0.091 -0.089 0.021
H 0.382 0.049 0.106
H 0.083 -0.025 -0.211
H -0.063 0.199 -0.218
H 0.562 -1.083 -0.735
H -0.110 -0.370 0.118
H 0.360 -0.152 -0.001
H 0.410 0.638 -0.287
H -0.463 -0.021 0.397
C -0.117 0.060 0.009
C 0.192 -0.179 -0.061
C -0.694 -0.034 -0.461
C -0.332 0.243 0.366
C -1.143 -0.308 -0.567
C -0.582 -1.089 -0.189
C -0.203 0.163 -0.180
C 0.834 -0.169 0.743
N -0.026 -0.236 -0.043
H 0.304 0.671 -0.281
H -0.321 -0.564 -0.126
H 1.005 0.090 0.345
H 0.544 0.406 -0.132
H 1.138 0.529 0.358
H 0.216 -0.162 0.349
Br -0.155 -0.080 -0.110
C -0.091 0.320 0.637
C 0.489 -0.250 -0.504
C 0.535 -0.065 0.741
N -0.002 0.582 0.459
C -1.086 -1.275 0.369
C 0.348 0.411 -0.521
H -0.195 0.111 0.248
H -0.047 0.137 -0.689
H 0.348 0.169 -0.266
H 0.187 -0.089 -0.183
C -0.266 -0.928 -1.337
C -0.934 0.858 0.298
C 0.431 0.579 0.010
C 0.336 0.485 -0.780
C -1.513 0.562 -0.125
H -0.098 0.302 0.093
H 0.556 -0.114 -0.551
H 0.901 -0.035 1.286
H -0.073 -0.177 -0.111
H -0.084 -0.126 0.279
H 0.085 -0.273 -0.120
H -0.026 0.041 0.016
H -0.133 0.161 0.250
H 0.023 -0.368 1.003
H 0.354 -0.756 -0.387
N 0.212 0.546 -0.078
C 1.995 0.450 0.223
C -1.468 -0.109 0.183
N 0.138 0.395 -1.933
H -0.030 -0.166 -0.029
H -0.050 0.219 -0.242
H -0.136 -0.605 0.342
H 0.061 -0.122 -0.244
H -0.717 -0.502 -0.419
H 0.086 0.162 0.254
H 0.067 0.106 -0.030
H -0.122 -0.411 0.709
H -0.512 -0.006 0.140

***

No. 3
Here is a structure of composition C29H38AsCdN6O7S2 from the Open Molecules 2025 dataset. Energies are from ωB97M-V with the def2-TZVPD basis set.

As for the charge: -1. Its molar mass is 834.13 g mol⁻¹. The max |F| comes out at 0.10 eV/A. The calculation puts the energy at -141042.4350 eV. Its orbital gap is 7.68 eV. For the energy above the lowest of the compared OMol25 structures with the same formula, charge and spin, the calculation gives 0.631 eV.

Each line ends with the Löwdin charge.
Geometry (Å):
Cd 0.807 -0.660 -0.156  1.362
C 2.259 -3.037 1.670  -0.216
C 0.792 -3.222 2.052  -0.215
N -0.086 -2.804 0.983  -0.120
C -1.446 -2.502 1.363  -0.171
C -1.513 -1.177 2.101  -0.255
C -2.561 -0.846 2.942  -0.027
C -2.532 0.387 3.578  -0.062
C -1.457 1.233 3.383  -0.022
C -0.442 0.827 2.523  -0.257
C 0.747 1.726 2.256  -0.161
N 1.732 1.177 1.342  -0.126
C 2.968 0.678 1.919  -0.229
C 2.837 -0.756 2.423  -0.225
N 2.563 -1.657 1.323  -0.131
N -0.496 -0.340 1.899  0.111
H 2.474 -3.644 0.791  0.099
H 2.887 -3.400 2.497  0.113
H 0.563 -2.608 2.928  0.107
H 0.636 -4.269 2.356  0.115
H -0.012 -3.352 0.136  0.101
H -1.906 -3.277 1.995  0.120
H -2.033 -2.412 0.448  0.107
H -3.385 -1.535 3.082  0.112
H -3.350 0.686 4.223  0.107
H -1.410 2.207 3.853  0.119
H 1.211 1.974 3.221  0.124
H 0.333 2.646 1.841  0.101
H 1.894 1.800 0.563  0.079
H 3.317 1.311 2.747  0.111
H 3.736 0.706 1.141  0.097
H 2.007 -0.816 3.134  0.109
H 3.753 -1.026 2.972  0.115
H 3.261 -1.603 0.589  0.070
O -3.025 -1.717 -2.973  -0.277
As -1.938 -0.484 -2.266  0.873
O -0.876 -1.414 -1.377  -0.545
O -1.456 0.430 -3.527  -0.443
C -3.179 0.281 -0.963  -0.221
C -4.326 -0.467 -0.700  -0.100
C -5.244 -0.059 0.258  -0.095
C -5.029 1.113 0.964  -0.096
C -3.889 1.863 0.717  -0.075
C -2.965 1.452 -0.234  -0.253
S -1.525 2.493 -0.486  0.433
O -1.432 3.294 0.730  -0.355
O -1.769 3.253 -1.685  -0.301
O -0.423 1.520 -0.599  -0.445
H -3.046 -1.500 -3.913  0.028
H -4.500 -1.373 -1.264  0.089
H -6.128 -0.657 0.444  0.095
H -5.742 1.444 1.711  0.098
H -3.686 2.774 1.264  0.107
C 1.956 -0.586 -6.353  -0.084
C 1.069 0.042 -5.289  -0.230
N 1.833 0.434 -4.104  -0.119
C 2.190 1.848 -4.033  -0.258
C 1.075 2.690 -3.433  -0.081
C 2.062 -0.447 -3.123  -0.719
S 2.834 0.113 -1.660  0.588
N 1.682 -1.701 -3.408  0.093
C 1.586 -2.695 -2.523  -0.489
O 1.814 -2.707 -1.299  -0.126
C 1.099 -3.989 -3.138  -0.126
C 0.501 -4.019 -4.393  -0.021
C 0.026 -5.213 -4.914  -0.089
C 0.154 -6.392 -4.191  -0.110
C 0.752 -6.369 -2.938  -0.098
C 1.215 -5.171 -2.414  -0.035
H 1.369 -0.828 -7.243  0.067
H 2.403 -1.503 -5.969  0.061
H 2.758 0.094 -6.652  0.065
H 0.271 -0.624 -4.978  0.084
H 0.587 0.947 -5.662  0.115
H 2.413 2.161 -5.058  0.110
H 3.104 1.947 -3.451  0.064
H 0.121 2.509 -3.929  0.066
H 1.319 3.753 -3.504  0.075
H 0.927 2.427 -2.388  0.034
H 0.407 -3.090 -4.938  0.100
H -0.451 -5.224 -5.887  0.095
H -0.217 -7.324 -4.599  0.092
H 0.853 -7.285 -2.369  0.093
H 1.671 -5.131 -1.433  0.102

Atomic forces in eV per Å
Cd 0.004 -0.046 -0.041
C 0.028 -0.007 0.028
C -0.004 -0.004 -0.008
N -0.007 -0.001 -0.004
C -0.001 0.028 0.011
C -0.001 -0.002 0.025
C 0.010 -0.006 -0.001
C 0.004 -0.002 0.004
C 0.001 -0.009 0.001
C -0.027 -0.007 -0.020
C -0.004 0.021 0.027
N -0.008 -0.005 -0.025
C 0.007 0.001 0.016
C 0.039 0.007 0.016
N -0.057 0.005 -0.044
N 0.022 -0.014 -0.004
H -0.011 -0.005 -0.013
H 0.001 0.009 -0.006
H -0.001 0.001 0.000
H 0.000 -0.001 -0.002
H -0.002 -0.006 -0.007
H 0.000 0.002 -0.004
H 0.006 -0.009 -0.010
H -0.001 0.003 0.002
H 0.001 0.001 -0.003
H -0.001 -0.001 0.004
H 0.000 -0.005 -0.006
H -0.001 0.018 -0.018
H -0.014 0.012 0.002
H 0.002 0.006 -0.006
H -0.004 -0.002 -0.004
H -0.008 0.002 0.004
H -0.007 -0.009 -0.002
H 0.015 -0.012 0.007
O -0.016 0.001 0.007
As -0.026 -0.021 0.020
O 0.065 0.042 0.016
O 0.024 0.005 -0.009
C -0.041 -0.030 -0.003
C -0.016 -0.013 0.003
C 0.004 -0.002 -0.012
C 0.009 0.006 0.006
C -0.012 0.017 0.016
C 0.031 0.047 -0.051
S 0.037 -0.005 0.097
O 0.022 -0.042 -0.001
O -0.024 -0.008 -0.035
O -0.049 0.066 -0.013
H 0.012 0.008 0.008
H 0.005 0.000 -0.003
H 0.001 -0.001 0.000
H -0.003 -0.001 -0.003
H 0.002 0.000 0.000
C -0.007 -0.013 -0.015
C -0.007 0.001 0.018
N 0.035 0.002 0.007
C -0.015 -0.001 0.042
C 0.000 -0.009 -0.023
C -0.082 -0.054 -0.003
S 0.008 0.022 0.001
N 0.011 0.034 0.047
C 0.025 -0.024 -0.051
O -0.018 0.011 0.019
C 0.007 0.003 0.010
C 0.010 -0.009 0.004
C 0.009 -0.005 0.003
C 0.001 0.002 -0.012
C 0.002 0.003 0.005
C -0.022 -0.003 -0.011
H 0.001 0.000 0.000
H 0.002 0.002 -0.001
H 0.000 0.003 0.005
H -0.002 -0.009 -0.007
H 0.008 0.003 0.000
H -0.005 -0.005 -0.004
H 0.009 -0.002 -0.005
H 0.007 -0.001 -0.002
H 0.008 0.000 0.008
H -0.005 0.011 0.006
H 0.000 0.002 -0.003
H 0.000 -0.002 0.000
H -0.001 0.002 -0.001
H -0.001 0.000 0.000
H 0.015 0.001 0.003